(1)
The following is a quantum chemistry calculation of a 11-piece molecular cluster, C26H66F2N9O18S2 overall at a distorted geometry, from the OMol25 dataset.

Last columns: bonded neighbours and bond lengths (Å).
Cartesian coordinates (Å):
1 H 0.29 2.91 7.27  C91 1.090
2 H -0.83 2.64 -11.73  C62 1.090
3 H 0.51 -8.61 8.60  C88 1.090
4 H -6.57 1.11 1.68  N21 1.010
5 H 3.68 1.61 8.05  N32 1.010
6 O 4.21 -6.93 0.86  C25 1.211
7 H 7.31 -3.21 -6.86  N81 1.010
8 H -1.64 -5.50 6.69  C37 1.090
9 H 4.26 -2.66 -6.76  C99 1.090
10 H 0.13 2.32 -10.38  C62 1.090
11 O -0.99 0.41 -8.35  C114 1.267
12 O 2.16 7.27 -8.05  C47 1.203
13 H -3.25 9.52 4.55  C70 1.090
14 C 7.05 2.29 -2.38  O85 1.329, O90 1.258, O100 1.300
15 N 6.49 -6.69 1.45  C25 1.535, H27 1.010, H115 1.010, C118 1.528
16 N 0.31 -6.70 9.45  H43 1.010, H57 1.010, C88 1.531, C105 1.544
17 H 2.32 6.66 -6.47  O55 0.960
18 H 6.40 -4.96 0.18  C118 1.090
19 F -1.07 3.84 -0.21  S60 1.689
20 O 1.16 9.00 -7.16  C47 1.288
21 N -6.38 2.10 1.79  H4 1.010, C76 1.555, C96 1.502, H116 1.010
22 H -2.41 11.91 7.87  C35 1.090
23 H -2.65 2.43 -7.47  C123 1.090
24 O -3.80 8.41 6.92  C75 1.206
25 C 5.33 -7.39 0.73  O6 1.211, N15 1.535, C34 1.533
26 C 4.27 2.85 6.31  N32 1.576, H36 1.090, H51 1.090, H108 1.090
27 H 6.44 -7.08 2.38  N15 1.010
28 C -7.20 2.47 -0.64  H39 1.090, H56 1.090, H69 1.090, C76 1.456
29 H 4.32 2.85 8.51  N32 1.010
30 N -6.40 -5.47 -3.52  C79 1.492, C97 1.522, H101 1.010, H120 1.010
31 H -6.16 3.32 3.30  C96 1.090
32 N 3.71 2.58 7.76  H5 1.010, C26 1.576, H29 1.010, C65 1.519
33 H -4.60 -5.08 -4.73  C97 1.090
34 C 5.49 -8.67 -0.08  C25 1.533, H59 1.090, H80 1.090, H110 1.090
35 C -3.01 11.17 8.41  H22 1.090, N77 1.573, H95 1.090, H109 1.090
36 H 3.93 1.99 5.73  C26 1.090
37 C -1.01 -5.27 7.55  H8 1.090, H48 1.090, H63 1.090, C105 1.574
38 H 1.42 2.39 6.04  C91 1.090
39 H -7.90 3.10 -1.20  C28 1.090
40 H 5.09 -2.49 -5.27  C99 1.090
41 C -8.86 -5.66 -4.07  H49 1.090, C79 1.556, H84 1.090, H92 1.090
42 H -2.48 1.35 -11.01  N86 1.010
43 H 1.14 -6.33 8.99  N16 1.010
44 H 1.12 1.38 7.51  C91 1.090
45 H -1.59 9.18 4.95  C70 1.090
46 H -1.35 10.12 7.56  N77 1.010
47 C 1.72 7.84 -7.09  O12 1.203, O20 1.288, O55 1.351
48 H -0.05 -5.03 7.11  C37 1.090
49 H -9.00 -5.81 -3.00  C41 1.090
50 C 6.17 -2.23 -8.23  C71 1.573, O73 1.217, N81 1.464
51 H 3.78 3.76 5.96  C26 1.090
52 O -7.26 -4.37 -5.43  C79 1.203
53 H 7.48 -3.50 -9.56  C71 1.090
54 H -6.38 1.78 3.98  C96 1.090
55 O 2.02 7.34 -5.87  H17 0.960, C47 1.351
56 H -6.23 2.66 -1.09  C28 1.090
57 H 0.14 -6.06 10.21  N16 1.010
58 H -5.26 -3.80 -3.77  C97 1.090
59 H 6.40 -9.21 0.18  C34 1.090
60 S -0.07 2.48 -0.35  F19 1.689, O72 1.479, O74 1.462, S102 2.296, N104 1.507
61 H 5.61 2.89 -1.97  O85 0.960
62 C -0.45 1.80 -11.15  H2 1.090, H10 1.090, H68 1.090, N86 1.519
63 H -1.52 -4.35 7.85  C37 1.090
64 H -0.35 -8.52 10.23  C88 1.090
65 C 2.30 3.14 7.88  N32 1.519, O87 1.216, C91 1.506
66 H -2.25 10.67 5.37  C70 1.090
67 H 7.69 -4.94 1.33  C118 1.090
68 H 0.29 1.22 -11.72  C62 1.090
69 H -7.63 1.47 -0.63  C28 1.090
70 C -2.51 9.62 5.35  H13 1.090, H45 1.090, H66 1.090, C75 1.471
71 C 6.43 -3.28 -9.37  C50 1.573, H53 1.090, H121 1.090, H122 1.090
72 O -0.02 2.25 -1.81  S60 1.479
73 O 5.82 -1.09 -8.47  C50 1.217
74 O 1.10 2.95 0.41  S60 1.462
75 C -2.99 9.27 6.69  O24 1.206, C70 1.471, N77 1.506
76 C -7.08 2.99 0.72  N21 1.555, C28 1.456, O93 1.219
77 N -2.28 9.88 7.88  C35 1.573, H46 1.010, C75 1.506, H107 1.010
78 H -7.85 2.60 3.30  C96 1.090
79 C -7.48 -5.07 -4.47  N30 1.492, C41 1.556, O52 1.203
80 H 5.61 -8.33 -1.11  C34 1.090
81 N 6.44 -2.70 -6.87  H7 1.010, C50 1.464, H82 1.010, C99 1.536
82 H 6.81 -1.89 -6.39  N81 1.010
83 H 5.91 -4.78 1.94  C118 1.090
84 H -9.65 -5.02 -4.46  C41 1.090
85 O 5.75 2.06 -2.43  C14 1.329, H61 0.960
86 N -1.63 1.06 -10.54  H42 1.010, C62 1.519, H112 1.010, C114 1.534
87 O 1.99 4.17 8.45  C65 1.216
88 C 0.49 -8.21 9.61  H3 1.090, N16 1.531, H64 1.090, H119 1.090
89 O 1.32 0.08 0.93  S102 1.453
90 O 7.33 3.37 -1.79  C14 1.258
91 C 1.24 2.39 7.12  H1 1.090, H38 1.090, H44 1.090, C65 1.506
92 H -9.11 -6.64 -4.47  C41 1.090
93 O -7.29 4.15 1.04  C76 1.219
94 H -2.07 3.41 -8.75  C123 1.090
95 H -3.08 11.05 9.49  C35 1.090
96 C -6.78 2.43 3.20  N21 1.502, H31 1.090, H54 1.090, H78 1.090
97 C -5.03 -4.87 -3.75  N30 1.522, H33 1.090, H58 1.090, H117 1.090
98 F -0.60 -0.94 0.80  S102 1.576
99 C 5.11 -3.06 -6.20  H9 1.090, H40 1.090, N81 1.536, H106 1.090
100 O 7.97 1.50 -2.83  C14 1.300
101 H -6.46 -6.48 -3.54  N30 1.010
102 S 0.16 0.23 0.07  S60 2.296, O89 1.453, F98 1.576, N104 1.733, O113 1.447
103 H -3.49 2.24 -8.87  C123 1.090
104 N -0.92 1.54 0.46  S60 1.507, S102 1.733
105 C -0.94 -6.45 8.59  N16 1.544, C37 1.574, O111 1.211
106 H 5.03 -4.14 -6.05  C99 1.090
107 H -2.29 9.07 8.47  N77 1.010
108 H 5.35 2.83 6.46  C26 1.090
109 H -3.99 11.29 7.95  C35 1.090
110 H 4.63 -9.33 0.01  C34 1.090
111 O -1.96 -7.07 8.84  C105 1.211
112 H -1.64 0.06 -10.69  N86 1.010
113 O 0.21 -0.29 -1.28  S102 1.447
114 C -1.62 1.28 -9.03  O11 1.267, N86 1.534, C123 1.498
115 H 7.33 -7.11 1.07  N15 1.010
116 H -5.38 2.18 1.64  N21 1.010
117 H -4.33 -5.23 -3.00  C97 1.090
118 C 6.63 -5.18 1.23  N15 1.528, H18 1.090, H67 1.090, H83 1.090
119 H 1.41 -8.46 10.14  C88 1.090
120 H -6.69 -5.21 -2.59  N30 1.010
121 H 5.97 -4.26 -9.20  C71 1.090
122 H 6.08 -3.00 -10.36  C71 1.090
123 C -2.47 2.41 -8.54  H23 1.090, H94 1.090, H103 1.090, C114 1.498

Values from the calculation:
Charge: +5
2S+1: 1
Energy relative to the best compared isomer or geometry (same formula, charge and spin) in kJ/mol: 1011.60
HOMO level in Ha: -0.3416

(2)
The following is a quantum chemistry calculation of a 10-piece molecular cluster, C30H34F9O29 overall, from the OMol25 dataset.

Last columns: bonded neighbours and bond lengths (Å).
Cartesian coordinates (Å):
1 C -4.37 -4.88 -7.71  O31 1.364, O78 1.184, O87 1.350
2 F 3.14 5.43 0.01  C5 1.358
3 C 0.82 -0.87 -2.32  O33 1.359, O62 1.351, O86 1.186
4 H 2.68 3.92 6.59  C65 1.106
5 C 2.79 4.36 0.77  F2 1.358, O55 1.415, H72 1.091, C102 1.518
6 C -0.89 -0.89 -3.80  H17 1.091, C41 1.518, O62 1.430, H66 1.085
7 O 7.20 2.43 2.36  C46 1.185
8 H 1.47 2.08 3.67  C29 1.097
9 F -0.82 -3.04 0.47  C77 1.361
10 C -3.75 -3.05 -6.54  O31 1.414, F79 1.356, H94 1.091, C97 1.517
11 F -2.81 0.70 1.10  C60 1.362
12 H 2.82 5.38 7.69  C65 1.088
13 C -0.74 -5.41 -3.71  O26 1.348, O40 1.364, O75 1.184
14 H -1.46 -7.78 -5.02  C19 1.091
15 C -5.83 -1.59 -2.84  O28 1.188, O58 1.340, O95 1.361
16 O 0.95 4.51 7.53  C30 1.333, C65 1.433
17 H -0.93 0.08 -4.28  C6 1.091
18 H 6.96 -0.69 0.17  C67 1.092
19 C -0.59 -7.56 -4.40  H14 1.091, O26 1.429, C57 1.520, H93 1.085
20 H -1.92 2.43 0.63  C60 1.087
21 O 1.10 -3.00 1.67  C71 1.368, C77 1.416
22 H -4.86 0.32 -0.56  C82 1.083
23 F 5.16 -0.24 -0.54  C67 1.355
24 O -4.05 3.84 1.85  C39 1.344, C47 1.440
25 H -3.78 -1.01 -1.04  C82 1.091
26 O -0.97 -6.69 -3.33  C13 1.348, C19 1.429
27 O 2.27 2.14 0.55  C83 1.343, C102 1.430
28 O -6.56 -2.39 -3.34  C15 1.188
29 C 1.48 1.60 4.65  H8 1.097, O37 1.475, H54 1.107, C99 1.485
30 C 0.03 4.56 6.57  O16 1.333, O53 1.356, O76 1.195
31 O -3.38 -3.94 -7.58  C1 1.364, C10 1.414
32 H 4.27 2.74 0.62  C102 1.085
33 O 1.34 -1.28 -3.51  C3 1.359, C41 1.418
34 H -5.01 1.10 -2.90  C43 1.091
35 O 6.42 1.23 0.62  C46 1.372, C67 1.413
36 H -0.73 -0.36 1.80  C45 1.086
37 O 0.07 1.70 5.08  C29 1.475, O59 1.459
38 H 1.67 6.77 6.00  C89 1.095
39 C -4.50 3.57 0.61  O24 1.344, O85 1.368, O91 1.187
40 O -0.08 -5.39 -4.90  C13 1.364, C57 1.414
41 C 0.28 -1.70 -4.35  C6 1.518, O33 1.418, F44 1.356, H88 1.087
42 H 3.39 3.11 -0.89  C102 1.092
43 C -4.45 0.18 -2.71  H34 1.091, F49 1.352, C82 1.516, O95 1.422
44 F 0.57 -1.39 -5.63  C41 1.356
45 C 0.04 -0.99 1.37  H36 1.086, H52 1.086, C77 1.514, O101 1.433
46 C 6.67 1.45 1.95  O7 1.185, O35 1.372, O100 1.336
47 C -3.29 2.71 2.33  O24 1.440, H51 1.091, C60 1.512, H98 1.084
48 O 2.99 -2.17 2.61  C71 1.190
49 F -3.15 0.42 -3.00  C43 1.352
50 F 0.35 -6.92 -6.51  C57 1.352
51 H -3.93 2.06 2.91  C47 1.091
52 H 0.21 -0.72 0.34  C45 1.086
53 O 0.52 5.16 5.46  C30 1.356, C89 1.408
54 H 1.56 0.51 4.50  C29 1.107
55 O 1.39 4.18 0.69  C5 1.415, C83 1.359
56 H -4.08 -4.46 -4.95  C97 1.092
57 C 0.39 -6.70 -5.18  C19 1.520, O40 1.414, F50 1.352, H73 1.091
58 O -5.77 -1.28 -1.54  C15 1.340, C82 1.438
59 O -0.50 2.75 4.26  O37 1.459, H81 0.973
60 C -2.86 2.06 1.03  F11 1.362, H20 1.087, C47 1.512, O85 1.420
61 H 4.67 2.53 5.22  C63 1.094
62 O -0.52 -0.73 -2.43  C3 1.351, C6 1.430
63 C 3.75 2.54 4.62  H61 1.094, H74 1.113, H80 1.106, C99 1.529
64 H 4.44 -0.25 1.87  C68 1.090
65 C 2.21 4.85 6.95  H4 1.106, H12 1.088, O16 1.433, C89 1.515
66 H -1.85 -1.40 -3.87  C6 1.085
67 C 6.07 -0.13 0.46  H18 1.092, F23 1.355, O35 1.413, C68 1.519
68 C 5.50 -0.48 1.82  H64 1.090, C67 1.519, H69 1.084, O100 1.438
69 H 5.65 -1.51 2.13  C68 1.084
70 H 2.88 1.41 6.21  C99 1.099
71 C 1.90 -2.00 2.16  O21 1.368, O48 1.190, O101 1.333
72 H 3.07 4.55 1.81  C5 1.091
73 H 1.43 -6.77 -4.85  C57 1.091
74 H 3.92 1.86 3.76  C63 1.113
75 O -1.04 -4.45 -3.10  C13 1.184
76 O -1.10 4.18 6.68  C30 1.195
77 C -0.21 -2.48 1.55  F9 1.361, O21 1.416, C45 1.514, H84 1.092
78 O -4.47 -5.63 -8.62  C1 1.184
79 F -2.64 -2.65 -5.89  C10 1.356
80 H 3.68 3.55 4.20  C63 1.106
81 H -1.18 3.08 4.88  O59 0.973
82 C -4.64 -0.41 -1.33  H22 1.083, H25 1.091, C43 1.516, O58 1.438
83 C 1.14 2.84 0.74  O27 1.343, O55 1.359, O90 1.187
84 H -0.78 -2.75 2.44  C77 1.092
85 O -3.93 2.41 0.16  C39 1.368, C60 1.420
86 O 1.45 -0.67 -1.34  C3 1.186
87 O -5.21 -4.82 -6.65  C1 1.350, C97 1.432
88 H 0.16 -2.77 -4.25  C41 1.087
89 C 1.79 5.70 5.78  H38 1.095, O53 1.408, C65 1.515, F96 1.362
90 O 0.06 2.38 0.93  C83 1.187
91 O -5.26 4.22 -0.02  C39 1.187
92 H -5.46 -3.35 -5.19  C97 1.085
93 H -0.16 -8.47 -4.00  C19 1.085
94 H -4.23 -2.18 -6.99  C10 1.091
95 O -4.93 -0.85 -3.55  C15 1.361, C43 1.422
96 F 2.61 5.60 4.69  C89 1.362
97 C -4.67 -3.91 -5.69  C10 1.517, H56 1.092, O87 1.432, H92 1.085
98 H -2.43 3.03 2.91  C47 1.084
99 C 2.55 2.19 5.50  C29 1.485, C63 1.529, H70 1.099
100 O 6.23 0.42 2.67  C46 1.336, C68 1.438
101 O 1.28 -0.82 2.07  C45 1.433, C71 1.333
102 C 3.31 3.05 0.20  C5 1.518, O27 1.430, H32 1.085, H42 1.092

Values from the calculation:
Charge: -1
2S+1: 1
HOMO level in Ha: -0.0815

HOMO-LUMO gap for every record listed, in sequence, given in eV: 0.65 3.73.